This record from the OMol25 dataset describes 2 unconnected molecules or ions with the total composition C4H9NO2. The level of theory is ωB97M-V/def2-TZVPD.

Each line ends with the Löwdin charge.
Element x y z (Å)
1 C -0.74831 1.36609 1.31165  0.0187
2 C -1.68535 -1.41724 -0.61717  -0.1073
3 N -0.85186 -0.89234 -1.41604  0.0581
4 C 0.31111 0.41539 0.72274  -0.5775
5 O 0.50114 -0.67565 1.21466  0.0441
6 O 1.10136 0.90639 -0.25018  -0.0632
7 C 2.21139 0.05216 -0.60838  -0.0554
8 H -0.65659 2.40645 0.99898  0.0763
9 H -1.80675 1.08594 1.18138  0.0811
10 H -0.59241 1.30668 2.39310  0.0849
11 H -1.38136 -1.53980 0.42439  0.0555
12 H -2.69287 -1.74882 -0.88892  0.0680
13 H -1.23262 -0.80167 -2.35870  0.0547
14 H 2.81683 0.59090 -1.34313  0.0895
15 H 2.82168 -0.15535 0.27463  0.0908
16 H 1.88461 -0.89912 -1.03901  0.0816

Multiplicity: 1
HOMO, eV: -9.9
LUMO energy, eV: 1.05
Structure (SMILES): COC(C)=O.C=N
Relative energy (zero: lowest compared OMol25 entry of this formula, charge and spin), kJ/mol: 188.9

---

This record from the OMol25 dataset describes 3 unconnected molecules or ions with the total composition C3H3OP. The level of theory is ωB97M-V/def2-TZVPD.

Each line ends with the Löwdin charge.
Element x y z (Å)
1 C -0.95063 -0.24887 -0.90496  -0.1668
2 C 0.08819 0.18548 -0.58889  -0.3520
3 C -3.47790 -1.32702 0.60608  -0.0282
4 O -4.41015 -0.69074 0.61614  0.0217
5 P 2.01806 -0.21883 -0.44348  0.7966
6 H -1.92292 -0.40518 -2.01955  0.0479
7 H 2.34527 0.70221 0.58352  -0.1230
8 H 2.15856 0.71667 -1.33789  -0.1961

Multiplicity: 3
HOMO (alpha / beta), eV: -6.0 / -10.5
LUMO energy (alpha / beta), eV: 0.22 / -3.35
Relative energy (zero: lowest compared OMol25 entry of this formula, charge and spin), kJ/mol: 498.3
Expectation value of S²: 2.011

---

This record from the OMol25 dataset describes a molecular structure, C5H5CsFO4. The level of theory is ωB97M-V/def2-TZVPD.

Each line ends with the Löwdin charge.
Element x y z (Å)
1 C -0.76153 -0.30995 2.06959  -0.1195
2 H -1.42347 -0.51291 -0.98187  0.2001
3 H -0.18262 -1.23236 2.20548  0.0109
4 C -0.53219 0.75630 2.91766  -0.5413
5 O 0.38008 0.85420 3.81600  -0.3319
6 Cs 3.32451 0.22530 2.86000  0.9412
7 H -1.20217 1.63335 2.78122  0.0816
8 O 1.05008 0.76901 -2.40198  0.1119
9 O 0.47740 -1.17575 -1.60359  0.1253
10 O 2.38775 -0.23204 -0.89443  0.1321
11 C -0.29681 0.64645 -2.64979  0.0548
12 C -0.75955 -0.58665 -1.98014  -0.2891
13 C 1.44748 -0.26170 -1.64573  -0.5493
14 H -0.78993 1.35489 -3.30573  0.1351
15 F -1.34736 -1.47069 -2.86621  0.0380
16 H -1.77167 -0.45746 1.67952  0.0002

Multiplicity: 2
HOMO, eV: -6.1
LUMO energy, eV: -0.66
Relative energy (zero: lowest compared OMol25 entry of this formula, charge and spin), kJ/mol: 22.1
Expectation value of S²: 0.754

---

This record from the OMol25 dataset describes a molecular structure, C2H7N3S. The level of theory is ωB97M-V/def2-TZVPD.

Each line ends with the Löwdin charge.
Element x y z (Å)
1 C 0.56510 0.54266 -0.19421  -0.6407
2 C -0.19911 0.61196 -1.50379  -0.1329
3 N 0.48245 -1.28167 0.54151  -0.0174
4 N 0.15459 -1.07307 1.84809  -0.3106
5 N -0.74131 -0.10160 1.92905  -0.3136
6 S 0.16433 1.35526 1.23516  0.8244
7 H 1.66883 0.72855 -0.30944  0.0693
8 H -0.76244 -0.33548 -1.47661  0.0619
9 H 0.46502 0.70490 -2.39975  0.0874
10 H -0.85571 1.47815 -1.38645  0.0620
11 H -0.44350 -1.49056 0.12580  0.0604
12 H 1.11801 -0.97699 2.40403  0.1695
13 H -0.95470 0.24137 2.89278  0.0803

Multiplicity: 1
HOMO, eV: -8.5
LUMO energy, eV: 0.67
Relative energy (zero: lowest compared OMol25 entry of this formula, charge and spin), kJ/mol: 367.5

---

This record from the OMol25 dataset describes a molecular structure, C49H57N8O2S2Sn. The level of theory is ωB97M-V/def2-TZVPD.

Each line ends with the Löwdin charge.
Element x y z (Å)
1 Sn 0.10495 -0.24356 0.29331  1.3825
2 C -4.87461 -4.00350 1.06641  -0.0800
3 C -3.97996 -4.29122 -0.14344  -0.1739
4 C -3.16335 -3.09984 -0.53350  -0.1738
5 C -3.50472 -2.11652 -1.41707  -0.1168
6 C -4.80074 -2.14202 -2.18865  -0.1674
7 C -5.11610 -1.07152 -3.22709  -0.0961
8 C -2.41831 -1.16967 -1.40615  -0.2325
9 C -2.32088 -0.04141 -2.20263  0.0591
10 C -1.19061 0.73258 -2.37313  -0.2119
11 C -1.05285 1.75168 -3.38024  -0.1012
12 C -2.13226 2.18521 -4.32370  -0.1719
13 C -2.03834 1.50928 -5.69390  -0.0714
14 C 0.25330 2.14347 -3.35805  -0.0950
15 C 0.88403 1.40646 -2.29257  -0.1936
16 C 2.20815 1.55344 -1.92770  0.0759
17 C 2.85972 0.87746 -0.91459  -0.1985
18 N 2.27505 -0.09439 -0.13430  0.0399
19 C 3.23920 -0.47018 0.75802  -0.2139
20 C 3.11010 -1.50340 1.66232  0.0690
21 C 2.01746 -2.34053 1.74667  -0.2403
22 N 0.83722 -2.18252 1.05033  0.0146
23 C 0.04714 -3.25138 1.42492  -0.2436
24 C -1.22583 -3.50585 0.96083  0.0568
25 C -1.89365 -2.75087 0.02091  -0.2845
26 N -1.43384 -1.57645 -0.52272  0.0147
27 C 0.74521 -4.09308 2.35763  -0.1423
28 C 1.96801 -3.52132 2.56400  -0.1356
29 C 3.05911 -3.99184 3.47409  -0.1789
30 C 2.97358 -3.33164 4.85290  -0.0778
31 C 0.22965 -5.38539 2.91091  -0.1850
32 C 0.39338 -6.55062 1.93139  -0.0731
33 C 4.44747 0.27878 0.55714  -0.1239
34 C 4.22488 1.11512 -0.49660  -0.0874
35 C 5.26855 2.08008 -0.99707  -0.1632
36 C 4.93814 3.09725 -2.08271  -0.0942
37 C 5.71861 0.10515 1.32577  -0.1827
38 C 6.67727 -0.89052 0.66727  -0.0735
39 N -0.00512 0.53833 -1.71605  0.0383
40 C 0.93576 3.13846 -4.24778  -0.1635
41 C 0.62188 4.59358 -3.89136  -0.0600
42 H -5.42986 -4.89246 1.36534  0.0791
43 H -5.59689 -3.21691 0.83954  0.0630
44 H -4.27894 -3.67210 1.91958  0.0666
45 H -4.59607 -4.59749 -0.99052  0.1117
46 H -3.33053 -5.14119 0.07377  0.1102
47 H -5.60976 -2.15233 -1.45034  0.1143
48 H -4.86218 -3.11746 -2.67994  0.1208
49 H -5.19640 -0.07498 -2.78912  0.0692
50 H -6.07771 -1.29741 -3.68720  0.0818
51 H -4.37545 -1.04087 -4.02695  0.0785
52 H -3.16478 0.20456 -2.81936  0.0802
53 H -2.08894 3.27017 -4.43445  0.1100
54 H -3.11091 1.97677 -3.88791  0.1039
55 H -1.11321 1.76952 -6.20746  0.0676
56 H -2.86951 1.80987 -6.33175  0.0770
57 H -2.06376 0.42299 -5.59210  0.0772
58 H 2.77274 2.29025 -2.46659  0.0807
59 H 3.95771 -1.72446 2.29462  0.1134
60 H -1.72274 -4.38925 1.33615  0.1147
61 H 4.03261 -3.78750 3.02528  0.1116
62 H 3.00109 -5.07661 3.57619  0.1131
63 H 3.02686 -2.24416 4.76785  0.0728
64 H 3.78546 -3.65986 5.50135  0.0774
65 H 2.03105 -3.58452 5.34333  0.0732
66 H -0.82071 -5.27598 3.19256  0.1123
67 H 0.76597 -5.61283 3.83391  0.1093
68 H -0.13633 -6.36261 0.99658  0.0726
69 H 0.00989 -7.47577 2.36068  0.0776
70 H 1.44518 -6.70082 1.68500  0.0810
71 H 6.13120 1.49233 -1.32423  0.1168
72 H 5.61319 2.63063 -0.11646  0.1216
73 H 4.69913 2.62535 -3.03701  0.0765
74 H 5.81279 3.72498 -2.25246  0.0816
75 H 4.11648 3.75231 -1.79013  0.0689
76 H 5.49766 -0.22349 2.34296  0.1064
77 H 6.20337 1.07837 1.42933  0.1133
78 H 6.21334 -1.87431 0.57880  0.0759
79 H 7.59082 -0.99658 1.25206  0.0767
80 H 6.95642 -0.56864 -0.33616  0.0712
81 H 0.65567 2.93536 -5.28345  0.1098
82 H 2.01548 2.99279 -4.20683  0.1013
83 H -0.41027 4.85550 -4.12489  0.0707
84 H 1.26906 5.26920 -4.45117  0.0795
85 H 0.78185 4.77557 -2.82897  0.0609
86 O 2.54928 3.63881 0.67858  0.0662
87 C 1.56501 4.47847 0.28868  -0.2569
88 C 1.93085 5.80042 0.03251  -0.0107
89 C 0.97851 6.72753 -0.33648  -0.0717
90 C -0.36007 6.35740 -0.46233  -0.0862
91 C -0.72012 5.04805 -0.22958  -0.0292
92 C 0.22720 4.08554 0.13990  -0.0787
93 C -0.21317 2.69784 0.39126  -0.4159
94 O 0.66453 1.81684 0.78449  -0.1673
95 N -1.47798 2.40756 0.22988  0.0554
96 N -1.70187 1.08136 0.62112  -0.1821
97 C -2.94827 0.84590 0.83856  -0.8675
98 S -3.50529 -0.65812 1.53018  1.0133
99 C -5.15750 -0.02257 1.92199  -0.4726
100 C -5.54651 0.92747 0.80937  -0.4978
101 S -4.15864 2.06609 0.54092  0.9909
102 H 2.14416 2.75990 0.81489  0.0738
103 H 2.97056 6.07494 0.15244  0.1207
104 H 1.27706 7.75127 -0.52214  0.1089
105 H -1.10682 7.08711 -0.74301  0.1039
106 H -1.75001 4.73347 -0.33267  0.1099
107 H -5.12763 0.48774 2.88401  0.0830
108 H -5.83014 -0.87730 1.98671  0.0785
109 H -6.41896 1.52187 1.07757  0.0857
110 H -5.75420 0.38476 -0.11344  0.0680
111 N -0.01567 -1.03800 3.54825  0.0384
112 C -0.25830 -0.60730 4.78875  -0.0603
113 C -0.57826 0.73067 4.70012  -0.0263
114 C -0.50033 1.02571 3.34040  -0.1095
115 N -0.15587 -0.05649 2.63856  -0.0255
116 H 0.25164 -1.97035 3.26290  0.1169
117 H -0.18420 -1.27392 5.63131  0.1278
118 H -0.82581 1.40018 5.50395  0.1062
119 H -0.67993 1.96420 2.84908  0.1151

Charge: +1
Multiplicity: 1
HOMO, eV: -9.4
LUMO energy, eV: -3.56
Relative energy (zero: lowest compared OMol25 entry of this formula, charge and spin), kJ/mol: 21.6

---

This record from the OMol25 dataset describes 11 unconnected molecules or ions with the total composition C6H30O11. The level of theory is ωB97M-V/def2-TZVPD.

Each line ends with the Löwdin charge.
Element x y z (Å)
1 C 2.11654 2.80448 -1.17254  -0.0855
2 C 0.63651 2.68730 -0.85971  -0.1771
3 C 0.19986 1.56850 -0.23368  -0.0906
4 C -1.26002 1.41342 -0.38575  -0.0843
5 C -2.01241 0.37528 -0.00175  -0.3919
6 O -1.41457 -0.72656 0.50013  0.0130
7 C -3.50324 0.38854 0.03230  -0.0170
8 H 2.23035 2.33052 -2.15208  0.0806
9 H 2.44689 3.83930 -1.09461  0.0685
10 H 2.73675 2.21790 -0.48536  0.0594
11 H -0.09986 3.41758 -1.15467  0.1021
12 H 0.80015 0.72483 0.04646  0.1013
13 H -1.82320 2.22652 -0.82668  0.0956
14 H -1.96537 -1.48347 0.75534  0.0570
15 H -4.00840 0.95375 -0.76061  0.0887
16 H -3.88727 0.86352 0.93126  0.0845
17 H -3.89713 -0.63468 0.05346  0.0846
18 H -1.37852 -1.56510 -1.88499  -0.0010
19 H -0.74445 -2.08928 -3.12292  0.0387
20 O -0.75602 -1.30420 -2.56581  -0.0511
21 H 0.82345 -1.76991 3.68103  0.0534
22 H 0.03902 -1.24616 2.46601  0.0027
23 O 0.20189 -1.09436 3.40970  -0.0505
24 H -0.68688 -2.89793 -0.76328  0.0096
25 H -0.69543 -4.42894 -1.18011  0.0539
26 O -1.13027 -3.58279 -1.27983  -0.0607
27 H 3.16283 -1.35234 -0.80840  -0.0008
28 H 2.54765 -1.71334 -2.21550  0.0276
29 O 2.80425 -2.05236 -1.36614  -0.0508
30 H -0.26799 3.15647 1.91186  0.0602
31 H 0.97950 3.59768 1.16075  0.0317
32 O 0.64792 3.42513 2.05163  -0.0396
33 H 1.42453 -3.05546 0.83579  0.0688
34 H 1.42241 -1.58103 0.95227  0.0360
35 O 0.81922 -2.33191 1.04569  -0.0539
36 H 1.17031 1.87049 2.53387  0.0102
37 H 1.24180 0.32744 2.96067  0.0012
38 O 1.76254 1.09189 2.66542  -0.0863
39 H -2.25347 2.46793 -2.91793  0.0001
40 H -1.54545 1.24604 -3.67228  0.0239
41 O -2.03289 2.06922 -3.75253  -0.0510
42 H -1.24158 -3.87710 0.98803  0.0447
43 H -2.62701 -3.85431 1.18645  0.0767
44 O -1.91246 -3.20562 1.14570  -0.0508
45 H 4.41959 0.02850 0.98379  0.0367
46 H 3.03100 0.67493 1.50003  0.0047
47 O 3.47894 0.07969 0.85952  -0.0733

Multiplicity: 1
HOMO, eV: -7.7
LUMO energy, eV: -0.06
Structure (SMILES): C/C=C/C=C(/C)O.O.O.O.O.O.O.O.O.O.O
Relative energy (zero: lowest compared OMol25 entry of this formula, charge and spin), kJ/mol: 209.7

---

Number 1: total energy -363.01359 Eh. Number 2: total energy -532.34133 Eh. Number 3: total energy -614.37810 Eh. Number 4: total energy -642.71269 Eh. Number 5: total energy -3500.52666 Eh. Number 6: total energy -1074.19298 Eh.